This record from the OMol25 dataset describes a molecular structure, C45H43BN3O8P2S3Sn in a non-equilibrium geometry. The level of theory is the ωB97M-V functional and the def2-TZVPD basis.

Geometry as XYZ:
```
106
Properties=species:S:1:pos:R:3:forces:R:3:mulliken_charge:R:1
Sn -0.039469 -0.443572 0.265079 0.094 -0.442 -0.223 1.97
C -3.360261 -6.091099 -1.176989 -0.098 0.053 0.039 -0.60
C -4.193349 -5.038520 -0.832219 -0.041 0.011 0.028 -0.69
C -3.723423 -3.733901 -0.877294 0.072 0.099 -0.144 -0.46
C -2.418548 -3.483676 -1.290176 0.205 0.055 0.321 0.86
C -1.564178 -4.547973 -1.582494 -0.144 0.068 0.016 -0.48
C -2.040661 -5.845985 -1.532423 0.069 -0.056 -0.059 -0.92
P -1.784819 -1.777204 -1.436532 -0.689 -0.122 -0.333 0.86
C -3.308095 -0.820656 -1.720681 0.192 0.089 0.292 0.89
C -3.830097 -0.226801 -0.573188 0.054 -0.089 -0.108 -0.27
C -5.037885 0.450935 -0.618541 -0.080 0.025 0.055 -0.57
C -5.727719 0.541350 -1.817286 0.031 -0.057 0.004 -0.77
C -5.202775 -0.035680 -2.966817 0.015 0.012 -0.111 -0.59
C -3.997375 -0.718367 -2.926276 0.069 -0.006 0.025 -0.79
C -0.982124 -1.888167 -3.079873 0.443 0.312 0.228 -0.12
C -1.509430 -2.629653 -4.129827 -0.092 -0.045 -0.104 -0.35
C -0.879510 -2.649632 -5.366457 0.010 0.068 0.068 -0.81
C 0.303829 -1.947035 -5.568165 -0.036 -0.004 -0.018 -0.82
C 0.856276 -1.224979 -4.532030 0.188 0.156 0.311 -0.17
C 0.218033 -1.194601 -3.290069 -0.523 -0.625 -1.001 -0.97
H -3.748665 -7.100103 -1.178258 0.051 -0.050 0.049 0.43
H -5.218755 -5.224423 -0.542621 -0.002 -0.024 0.008 0.45
H -4.378465 -2.907701 -0.633471 -0.057 -0.046 0.025 0.44
H -0.541414 -4.346996 -1.873923 0.028 -0.110 -0.010 0.52
H -1.389417 -6.670661 -1.787228 0.041 -0.011 -0.004 0.47
H -3.292235 -0.291370 0.365298 -0.063 0.061 0.044 0.06
H -5.411976 0.911698 0.284199 -0.030 -0.011 -0.001 0.48
H -6.678026 1.054705 -1.865081 -0.005 0.059 0.022 0.39
H -5.738577 0.048122 -3.902522 -0.010 -0.017 -0.030 0.43
H -3.600224 -1.165602 -3.827297 -0.028 0.014 -0.035 0.39
H -2.412056 -3.210051 -3.991659 -0.014 0.017 0.073 0.59
H -1.312446 -3.221364 -6.175842 0.000 -0.031 -0.004 0.48
H 0.798613 -1.977952 -6.528562 0.004 -0.003 -0.021 0.43
H 1.795319 -0.699193 -4.639176 -0.003 0.016 -0.057 0.58
O 1.809128 0.069472 -2.336569 -0.357 -0.384 -0.131 -0.45
N 0.769202 -0.543561 -2.174240 1.090 0.271 0.593 0.81
O -3.824181 1.228522 2.093252 0.103 -0.269 0.207 -0.55
C -2.730893 1.427109 2.557288 -0.202 0.341 -0.116 -0.31
N -1.535555 1.208350 1.868188 0.728 0.080 0.831 0.16
S -0.396561 2.070378 2.547748 -0.633 0.422 -1.431 1.24
O 0.894355 1.179979 2.762687 -0.823 0.088 0.719 0.01
O -0.012448 3.166213 1.711823 0.278 0.335 0.395 -0.83
C -1.186865 2.515762 4.054364 0.222 -0.604 -0.065 -0.02
C -0.724662 3.080808 5.221624 0.285 0.074 -0.010 -0.72
C -1.635370 3.199039 6.262682 0.035 0.051 -0.054 -0.67
C -2.950323 2.773890 6.108903 -0.070 -0.011 -0.015 -0.60
C -3.394638 2.220232 4.915139 0.018 0.030 -0.034 -0.71
C -2.488453 2.086780 3.882251 -0.149 -0.263 0.298 0.45
H 0.304236 3.393001 5.328518 0.020 0.012 0.047 0.53
H -1.311367 3.610935 7.207812 0.009 0.030 0.000 0.44
H -3.636915 2.859472 6.939870 0.008 0.011 0.023 0.43
H -4.404664 1.855130 4.798875 -0.038 0.024 -0.047 0.54
C 6.661567 4.833841 -0.732673 -0.049 -0.123 -0.017 -1.83
C 6.452279 3.452238 -1.369656 0.003 0.051 -0.114 2.15
C 7.834978 2.853652 -1.650818 -0.136 -0.061 0.004 -1.88
C 5.686791 3.618959 -2.695527 0.201 0.049 0.063 -1.67
C 5.587384 2.550369 -0.492945 -0.022 0.000 0.052 0.65
C 5.719659 1.160009 -0.518239 0.098 0.076 -0.108 -0.27
C 4.846989 0.299313 0.139876 -0.205 -0.125 0.147 -1.78
C 3.833682 0.883432 0.861250 0.111 0.553 0.027 0.82
O 2.788546 0.314709 1.573060 -0.018 -0.418 0.365 -0.63
B 2.106333 1.383803 2.105683 0.300 0.027 -0.757 0.74
O 2.659830 2.582975 1.771200 -0.079 0.374 0.165 -0.60
C 3.732356 2.264626 0.957192 0.131 -0.408 -0.214 0.32
C 4.560443 3.115968 0.267003 -0.127 0.011 0.222 -0.99
H 7.418061 5.383981 -1.290772 -0.006 0.035 -0.033 0.45
H 7.000132 4.743900 0.299560 0.037 0.020 0.033 0.41
H 5.749992 5.429412 -0.750443 -0.030 0.047 0.053 0.33
H 8.426379 3.567830 -2.223458 0.010 0.018 0.004 0.47
H 7.777310 1.943214 -2.246628 0.010 -0.058 0.024 0.38
H 8.365864 2.637507 -0.722917 0.026 -0.035 0.001 0.42
H 6.297738 4.163673 -3.416080 -0.014 0.059 -0.053 0.44
H 4.764012 4.176069 -2.530314 -0.060 -0.016 -0.040 0.37
H 5.434610 2.646189 -3.118339 0.008 -0.017 -0.051 0.36
H 6.524098 0.720064 -1.089388 -0.003 -0.022 -0.014 0.27
H 4.960472 -0.773685 0.082466 -0.011 -0.029 -0.009 0.53
H 4.394533 4.181209 0.315348 0.054 0.055 0.046 0.40
C 0.619046 2.834638 -1.644026 -0.036 -0.157 0.013 -1.11
P -0.794904 1.697993 -1.864501 -0.527 0.572 -0.016 1.10
C -1.119525 1.836538 -3.665467 0.044 -0.151 0.243 -1.34
C -2.159112 2.702266 -1.164026 0.222 -0.062 -0.140 -1.04
H 0.429601 3.764394 -2.182324 0.025 0.024 0.014 0.59
H 1.535780 2.380049 -2.018860 0.044 0.046 0.025 0.23
H 0.730000 3.050536 -0.580269 0.047 0.033 -0.033 0.14
H -1.249959 2.878102 -3.959350 -0.002 0.018 -0.005 0.51
H -2.022995 1.273249 -3.901111 -0.021 0.011 -0.065 0.22
H -0.284387 1.406933 -4.217513 0.017 0.030 -0.098 0.36
H -2.051247 3.731823 -1.506894 -0.099 0.053 0.030 0.58
H -2.100184 2.662548 -0.077494 -0.065 0.060 -0.047 -0.01
H -3.118889 2.301655 -1.484236 -0.035 -0.003 0.002 0.30
O -0.306609 -0.586593 4.705862 0.228 0.009 -0.026 -0.70
S -1.128291 -1.470152 3.933603 -0.363 -0.029 0.481 0.99
O -2.538538 -1.220328 3.939669 -0.251 0.180 -0.251 -0.63
N -0.543932 -1.573041 2.378783 -0.132 -0.566 0.333 0.25
C -0.142260 -2.808989 2.120852 -0.031 0.672 -0.214 1.10
S 0.622331 -3.118073 0.670363 0.417 -0.320 -0.631 -0.62
C -0.401781 -3.793920 3.174913 0.018 -0.405 0.284 -0.21
C -0.273026 -5.172763 3.118207 0.064 0.102 -0.081 -0.74
C -0.665806 -5.914309 4.223341 0.066 -0.040 -0.097 -0.65
C -1.139698 -5.288281 5.369649 0.013 0.134 0.055 -0.63
C -1.251044 -3.903673 5.432482 -0.019 0.166 0.176 -0.66
C -0.887518 -3.185744 4.316347 0.051 0.130 -0.362 0.16
H 0.114243 -5.638625 2.222462 -0.026 -0.070 -0.015 0.51
H -0.606245 -6.993217 4.191956 0.035 -0.017 0.012 0.42
H -1.433031 -5.882823 6.222884 0.000 -0.024 0.031 0.42
H -1.610185 -3.398852 6.318446 -0.084 -0.065 0.029 0.50
```
Forces are in eV/Å.

As for the charge: +1. The value obtained for the total energy is -4623.090067 hartree. Its orbital gap is 6.46 eV. Its multiplicity is 1. For the relative energy (zero: lowest compared OMol25 entry of this formula, charge and spin), the calculation gives 0.0 kJ/mol. The calculation puts the LUMO energy at -3.86 eV.